10
Properties=species:S:1:pos:R:3:forces:R:3 method="wB97M-V/def2-TZVPD" e_lumo_ev=0.392 smiles="O=[N+]([O-])O/C=C/O"
C -0.029281 -0.246966 0.161199 -1.9594 1.0177 2.7084
C 0.329128 -0.415909 -1.061484 1.6190 -2.0305 -1.1474
N 1.311830 -2.144260 -2.334409 -0.2991 -0.3289 -1.4450
O 1.021740 -3.102404 -2.995189 0.0121 -0.2688 0.4401
O 2.308214 -1.497505 -2.388433 0.7955 0.6828 0.4286
O 0.027050 1.008263 0.741276 -0.0449 -0.4204 -3.5347
O 0.300245 -1.743445 -1.513451 -1.6035 -0.2465 0.2628
H -0.642293 -1.033853 0.656011 0.9618 0.5121 -0.0028
H 0.863510 0.206246 -1.695759 0.6550 1.4291 -0.8322
H 0.020121 0.946421 1.649319 -0.1365 -0.3466 3.1223

=====

10
Properties=species:S:1:pos:R:3:forces:R:3 method="wB97M-V/def2-TZVPD" e_lumo_ev="0.748 / -3.672" multiplicity=3 s2=2.01
C 0.582350 -0.861072 0.619137 1.1645 -0.6061 -1.6660
C 0.071479 0.422413 -1.287569 1.2149 -0.3270 1.3538
N 0.584014 1.703900 -0.720080 -2.4675 -9.4880 -3.4057
O 0.189883 -0.005243 1.313911 -1.0675 1.1161 1.4371
O -0.217729 2.569594 -0.492130 -4.3945 6.4488 1.9157
O 1.748920 1.779839 -0.522111 7.2874 2.2371 1.7171
O 0.791449 -0.767443 -0.706123 -0.3472 2.1645 -2.0039
H 0.911788 -1.846038 0.830612 0.2727 -1.2334 1.1042
H 0.166605 0.568896 -2.365151 -0.0254 -1.1896 0.0966
H -0.860343 0.176472 -0.845557 -1.6373 0.8777 -0.5488

=====

Asked for relative energy (zero: lowest compared OMol25 entry of this formula, charge and spin) across the records above, the calculation gives 142.5, 68.5 kcal per mole in order.